Record 1
A cluster of 2 separate species, C3H7N2O in total at a distorted geometry, computed with ωB97M-V/def2-TZVPD.

As for the LUMO energy: -3.7 eV. The calculation puts the HOMO energy at -15.24 eV. The total charge is +1. The calculation puts the energy above the lowest of the compared OMol25 structures with the same formula, charge and spin at 51.9 kcal per mole. The total energy is -8243.8894 eV.

Geometry as XYZ:
```
13
C3H7N2O | the OMol25 dataset | ωB97M-V/def2-TZVPD
C 0.277 2.517 -0.570
C 1.146 -0.941 1.201
C -0.032 -1.474 0.778
N -0.722 1.983 -0.933
N -0.583 -0.951 -0.471
O 1.233 2.799 0.048
H 1.543 -1.560 2.111
H 1.779 -0.273 0.649
H -0.791 -2.009 1.305
H -1.460 2.192 -1.645
H -1.174 -0.156 -0.346
H -1.310 -1.490 -1.008
H 0.092 -0.637 -1.120
```

---

Record 2
A structure of composition C3H4O at a distorted geometry, computed with ωB97M-V/def2-TZVPD.

As for the LUMO energy: 1.2 eV. The calculation puts the HOMO energy at -8.21 eV. The total charge is 0. The calculation puts the energy above the lowest of the compared OMol25 structures with the same formula, charge and spin at 50.7 kcal per mole. The total energy is -5219.9393 eV.

Geometry as XYZ:
```
8
C3H4O | the OMol25 dataset | ωB97M-V/def2-TZVPD
C 0.864 0.174 -0.200
C 0.205 -1.113 0.396
C -0.538 0.694 -0.141
O -1.030 -0.528 0.433
H 1.805 0.474 -0.581
H 0.440 -2.113 0.680
H -0.725 1.546 0.519
H -1.021 0.867 -1.106
```

---

Record 3
The molecule C3H7NO, computed with ωB97M-V/def2-TZVPD.

As for the LUMO energy: 0.9 eV. The calculation puts the HOMO energy at -9.77 eV. The total charge is 0. Its SMILES is CCC(N)=O. The calculation puts the energy above the lowest of the compared OMol25 structures with the same formula, charge and spin at 0.3 kcal per mole. The total energy is -6762.7358 eV.

Geometry as XYZ:
```
12
C3H7NO | the OMol25 dataset | ωB97M-V/def2-TZVPD
C -1.552 0.217 0.070
C -0.278 -0.504 0.510
C 0.931 0.365 0.209
O 1.101 1.441 0.755
N 1.798 -0.125 -0.725
H -2.437 -0.383 0.299
H -1.630 1.179 0.585
H -1.538 0.410 -1.009
H -0.202 -1.487 0.031
H -0.300 -0.664 1.594
H 1.574 -0.937 -1.277
H 2.534 0.488 -1.042
```

---

Record 4
A structure of composition C20H37F3N2Re, computed with ωB97M-V/def2-TZVPD.

As for the LUMO energy (spin up / spin down): -9.1 / -8.8 eV. Its multiplicity is 2. The calculation puts the HOMO energy (spin up / spin down) at -16.41 / -16.10 eV. The total charge is +2. The calculation puts the energy above the lowest of the compared OMol25 structures with the same formula, charge and spin at 15.9 kcal per mole. The total energy is -34587.8238 eV.

Geometry as XYZ:
```
63
C20H37F3N2Re | the OMol25 dataset | ωB97M-V/def2-TZVPD
Re -0.903 -0.522 -0.589
C 0.274 1.408 -0.233
C 1.250 0.380 -0.225
C 0.899 -0.497 0.912
C -0.285 0.057 1.515
C -0.670 1.241 0.838
C -1.704 2.258 1.266
C -2.486 2.813 0.074
C -0.894 3.402 1.911
C -2.658 1.670 2.305
C 1.736 -1.470 1.757
C 2.509 -2.551 1.003
C 0.891 -2.122 2.867
C 2.734 -0.551 2.507
C 2.358 0.347 -1.284
C 3.740 0.576 -0.646
C 2.356 -0.962 -2.083
C 2.143 1.489 -2.288
H 0.247 2.218 -0.946
H -0.738 -0.321 2.416
H -1.834 3.218 -0.702
H -3.128 3.628 0.408
H -3.143 2.060 -0.372
H -0.228 3.878 1.189
H -0.297 3.042 2.750
H -1.580 4.162 2.286
H -3.184 0.782 1.940
H -3.411 2.409 2.573
H -2.135 1.391 3.220
H 1.859 -3.221 0.442
H 3.044 -3.159 1.732
H 3.259 -2.141 0.333
H 0.004 -2.635 2.508
H 0.596 -1.396 3.625
H 1.511 -2.859 3.374
H 3.438 -0.054 1.849
H 3.304 -1.164 3.205
H 2.207 0.208 3.089
H 4.097 -0.292 -0.101
H 3.739 1.440 0.019
H 4.455 0.773 -1.444
H 2.394 -1.850 -1.461
H 3.225 -0.975 -2.741
H 1.474 -1.027 -2.729
H 2.238 2.473 -1.827
H 1.172 1.427 -2.792
H 2.905 1.419 -3.063
N -1.330 -0.666 -2.737
C -2.768 -0.984 -3.027
C -3.608 -0.314 -1.960
N -3.065 -0.713 -0.619
H -1.070 0.204 -3.203
H -0.729 -1.378 -3.158
H -2.884 -2.065 -2.997
H -3.046 -0.637 -4.020
H -4.659 -0.586 -2.042
H -3.534 0.771 -2.043
H -3.317 -1.688 -0.451
H -3.533 -0.180 0.112
F -0.605 -3.365 0.623
C -0.814 -2.662 -0.470
F 0.157 -2.980 -1.374
F -1.972 -3.155 -1.020
```